(1)
Density functional theory data (wB97M-V/def2-TZVPD) for a structure of composition C34H27N6O2ReS.

Its relative energy (zero: lowest compared OMol25 entry of this formula, charge and spin) is 2.499 eV. The LUMO energy (spin up / spin down) comes out at -9.04 / -10.53 eV. The spin multiplicity is 4. The HOMO energy (spin up / spin down) is -0.5787 / -0.5963 hartree. The orbital gap (spin up / spin down) is 6.7 / 5.7 eV. As for the total charge: +3.

Each line ends with the Löwdin charge.
CARTESIAN COORDINATES (ANGSTROEM)
Re1 0.51141 0.23389 0.53012  1.60
C1 2.01923 3.09570 0.77237  0.01
O1 1.19929 2.23281 -0.06491  -0.29
C2 1.04699 2.57722 -1.40486  -0.23
C3 1.39414 3.81685 -1.89430  0.02
C4 1.19993 4.08032 -3.24440  0.00
C5 0.65970 3.10872 -4.08386  -0.02
C6 0.31423 1.87430 -3.57964  0.02
C7 0.50633 1.58555 -2.22315  -0.18
N1 0.21529 0.32776 -1.64317  -0.05
N2 -0.40748 -0.44867 -2.48434  0.10
C8 -0.57622 -1.75596 -2.43156  -0.08
C9 0.12835 -2.64689 -1.45135  -0.30
O2 0.92707 -2.13584 -0.66928  0.00
C10 -0.18433 -4.05412 -1.43735  0.02
C11 -1.03856 -4.55794 -2.34174  0.05
C12 -1.66409 -3.74372 -3.37541  -0.15
C13 -2.46886 -4.33334 -4.32921  0.02
C14 -3.04296 -3.56734 -5.34405  0.00
C15 -2.81460 -2.19755 -5.40147  -0.02
C16 -2.01951 -1.58997 -4.44840  0.02
C17 -1.43100 -2.34770 -3.42403  -0.10
H1 2.96582 3.28798 0.27309  0.12
H2 2.18928 2.56187 1.69953  0.08
H3 1.48646 4.02352 0.96536  0.12
H4 1.80073 4.58334 -1.24978  0.13
H5 1.47225 5.05065 -3.63791  0.13
H6 0.51148 3.32116 -5.13382  0.13
H7 -0.10159 1.11358 -4.22187  0.11
H8 0.30402 -4.67169 -0.69521  0.13
H9 -1.27516 -5.61620 -2.32322  0.14
H10 -2.64819 -5.40117 -4.28795  0.13
H11 -3.66543 -4.04396 -6.08956  0.13
H12 -3.25272 -1.60827 -6.19529  0.13
H13 -1.84099 -0.52553 -4.49393  0.11
N3 2.05989 -1.93711 2.38263  0.15
C18 2.91594 -1.31472 1.48631  -0.26
C19 4.26675 -1.65880 1.53871  0.04
C20 5.15082 -1.08749 0.65787  0.02
C21 4.67916 -0.18014 -0.29735  0.00
C22 3.35245 0.12800 -0.29149  -0.08
N4 2.47465 -0.39989 0.61019  -0.05
C23 0.69104 -2.16907 2.36545  -0.28
C24 0.18258 -3.17212 3.19453  0.04
C25 -1.16689 -3.42655 3.20269  0.01
C26 -2.01425 -2.67325 2.38177  -0.01
C27 -1.45301 -1.69583 1.61584  -0.09
N5 -0.11805 -1.43403 1.60484  -0.09
H14 2.54773 -2.55998 3.00998  0.15
H15 4.60067 -2.39270 2.26152  0.14
H16 6.19894 -1.35482 0.69220  0.14
H17 5.33523 0.26547 -1.03156  0.13
H18 2.93410 0.80569 -1.02053  0.11
H19 0.85882 -3.74510 3.81720  0.14
H20 -1.56746 -4.20686 3.83699  0.14
H21 -3.08114 -2.84066 2.35518  0.13
H22 -2.06543 -1.07101 0.97275  0.12
S1 0.08043 2.16093 4.73663  1.21
C28 0.72796 1.13834 3.55830  -0.42
N6 0.14088 1.18549 2.38385  -0.16
C29 -0.91551 2.10071 2.37822  -0.32
C30 -1.75348 2.36452 1.29465  -0.03
C31 -2.75594 3.29281 1.46317  -0.03
C32 -2.92509 3.95000 2.69444  -0.02
C33 -2.10757 3.68454 3.77226  -0.03
C34 -1.09335 2.74185 3.59787  -0.42
H23 1.56906 0.49122 3.76905  0.10
H24 -1.63121 1.85433 0.33484  0.10
H25 -3.42424 3.52056 0.64361  0.13
H26 -3.71933 4.67667 2.79960  0.13
H27 -2.25206 4.18553 4.72042  0.13

Forces on atoms 1 to 3 (eV/Å):
Re 0.057 0.265 -0.203
C -0.001 0.065 -0.025
O -0.141 -0.301 0.047

(2)
Density functional theory data (wB97M-V/def2-TZVPD) for a structure of composition C34H27N6OP2PdSSe2.

The LUMO energy (spin up / spin down) comes out at -5.78 / -5.78 eV. The HOMO energy (spin up / spin down) is -0.3701 / -0.3701 hartree. The orbital gap (spin up / spin down) is 4.3 / 4.3 eV. As for the total charge: +1.

Each line ends with the Löwdin charge.
CARTESIAN COORDINATES (ANGSTROEM)
Pd1 -1.31492 -2.40763 1.93603  0.72
N1 -5.48096 -3.29614 2.30496  0.10
C1 -4.14429 -3.20007 2.25153  -0.81
S1 -3.38676 -1.66044 2.34165  0.72
N2 -3.46639 -4.32406 2.13611  0.01
N3 -2.14069 -4.16690 2.05779  -0.21
C2 -1.45033 -5.29726 1.91195  -0.04
C3 -0.07488 -5.44493 1.78837  -0.13
C4 0.41804 -6.76278 1.52344  -0.03
C5 1.74240 -6.99676 1.37393  -0.05
C6 2.66922 -5.91957 1.48571  -0.04
C7 2.25504 -4.65378 1.74037  0.01
C8 0.86964 -4.36685 1.92458  -0.35
O1 0.52928 -3.18414 2.25074  -0.13
H1 -6.06221 -2.48746 2.43087  0.10
H2 -5.90674 -4.20579 2.24856  0.12
H3 -2.07918 -6.18082 1.88438  0.14
H4 -0.29990 -7.56860 1.43565  0.12
H5 2.10804 -7.99285 1.16797  0.11
H6 3.72520 -6.12643 1.36664  0.12
H7 2.94405 -3.82600 1.83925  0.13
Se1 3.71026 2.11643 0.88255  0.35
P1 1.67110 2.60027 0.80159  0.52
C9 0.97355 2.95116 -0.83340  -0.36
C10 1.79009 2.94673 -1.95689  -0.09
C11 1.27435 3.33353 -3.18913  -0.06
C12 -0.04418 3.75014 -3.28754  -0.07
C13 -0.86679 3.74910 -2.16568  -0.08
C14 -0.36612 3.33292 -0.94501  -0.11
C15 1.27735 4.01515 1.85846  -0.35
C16 1.57466 3.91605 3.21854  -0.10
C17 1.37512 5.00220 4.05166  -0.06
C18 0.90363 6.20262 3.53520  -0.07
C19 0.64026 6.31698 2.18003  -0.07
C20 0.82822 5.22780 1.33927  -0.08
C21 0.61214 1.23699 1.39317  -0.38
C22 0.02075 0.11654 0.79907  -0.39
N4 -0.49487 -0.59104 1.84373  -0.25
N5 -0.26184 0.03422 2.97384  0.00
N6 0.40167 1.13148 2.72049  0.04
P2 -0.24954 -0.55651 -0.82753  0.78
Se2 -1.07878 -2.60146 -0.51064  0.61
C23 1.22293 -0.78559 -1.80062  -0.37
C24 1.13498 -1.37598 -3.06761  -0.11
C25 2.29016 -1.59606 -3.79381  -0.06
C26 3.52782 -1.23830 -3.26350  -0.05
C27 3.61142 -0.68494 -1.99669  -0.05
C28 2.45846 -0.47419 -1.25217  -0.10
C29 -1.50296 0.38750 -1.69453  -0.36
C30 -2.65840 0.70321 -0.97561  -0.09
C31 -3.70602 1.34648 -1.60690  -0.05
C32 -3.61486 1.65853 -2.95955  -0.06
C33 -2.46485 1.35522 -3.66904  -0.07
C34 -1.39774 0.72958 -3.03776  -0.08
H8 2.83019 2.65907 -1.85056  0.07
H9 1.91301 3.33581 -4.06313  0.11
H10 -0.43461 4.08232 -4.24154  0.11
H11 -1.89679 4.07059 -2.24225  0.11
H12 -1.00562 3.34122 -0.06956  0.12
H13 1.96104 2.98903 3.62170  0.09
H14 1.59746 4.91379 5.10679  0.11
H15 0.75643 7.05218 4.18930  0.11
H16 0.29629 7.25649 1.76771  0.11
H17 0.64047 5.34574 0.28361  0.10
H18 0.18070 -1.67915 -3.48079  0.11
H19 2.22796 -2.04986 -4.77370  0.11
H20 4.42700 -1.40416 -3.84225  0.11
H21 4.56567 -0.40376 -1.57139  0.11
H22 2.54994 -0.04706 -0.26148  0.02
H23 -2.73969 0.44068 0.07341  0.09
H24 -4.59820 1.59721 -1.04850  0.11
H25 -4.44277 2.14802 -3.45594  0.12
H26 -2.38442 1.61881 -4.71538  0.12
H27 -0.48968 0.54550 -3.59050  0.10

Forces on atoms 1 to 3 (eV/Å):
Pd 0.284 -0.096 -0.248
N -0.159 0.097 -0.014
C 0.074 -0.489 0.064

> What is the total charge in the second record?

+1

> Among the records above, which one has the highest total charge?

C34H27N6O2ReS

> Which formula does entry 2 have?

C34H27N6OP2PdSSe2

> What is the total charge in the second record?

+1